1.
13
Properties=species:S:1:pos:R:3:forces:R:3:lowdin_charge:R:1 method="wB97M-V/def2-TZVPD" e_homo_ha="-0.5659 / -0.5649" charge=+1 gap_ev="11.15 / 6.94" multiplicity=2
C -1.38260 -0.53458 -1.27905 -0.43 0.37 -0.60 0.01
N -0.27892 -0.09407 -0.45765 -0.54 -0.48 -0.21 0.12
C 0.70855 -0.91628 -0.09266 0.48 0.23 -0.26 -0.15
N 1.52155 -0.45344 0.79941 0.61 1.18 0.21 0.24
H -1.92287 0.33794 -1.62370 -0.03 0.13 -0.07 0.11
H -1.09362 -1.12868 -2.14950 0.31 0.01 0.25 0.12
H -2.07839 -1.12143 -0.68013 0.05 -0.15 0.26 0.13
H -0.30331 0.88395 -0.11899 0.12 -0.36 0.55 0.15
H 0.79496 -1.85763 -0.62925 -0.16 -0.16 0.12 0.16
H 2.46022 -0.81321 0.96260 -0.35 -0.86 -0.23 0.12
H 1.03360 1.44127 1.32208 0.21 0.14 0.75 -0.01
H 0.28163 2.27528 2.43137 0.14 -0.07 -0.08 0.06
O 0.25921 1.98088 1.51549 -0.42 0.03 -0.68 -0.06

=====

2.
14
Properties=species:S:1:pos:R:3:forces:R:3:lowdin_charge:R:1 method="wB97M-V/def2-TZVPD" e_homo_ha=-0.3537 gap_ev=10.38 smiles="NCNC=O.O"
N -1.14317 -0.22464 0.93187 -0.10 0.11 -0.12 0.01
C -0.52005 -0.89901 -0.21537 0.01 -0.14 0.19 -0.28
N 0.30915 -0.00505 -0.99179 -0.10 -0.54 0.64 0.02
C -0.24100 1.05304 -1.63050 0.72 -0.30 -0.05 -0.37
O -1.43320 1.22642 -1.73039 -0.32 0.23 -0.13 0.02
H -1.98723 -0.73132 1.18358 0.10 0.05 0.09 0.07
H -1.46652 0.68830 0.61902 -0.05 -0.16 0.01 0.06
H -1.23196 -1.43306 -0.84486 -0.15 0.28 -0.22 0.12
H 0.16597 -1.64209 0.16682 0.12 -0.34 0.13 0.10
H 1.26325 -0.02627 -0.64714 -0.08 0.59 -0.43 0.11
H 0.52688 1.70140 -2.08426 -0.16 0.18 -0.02 0.13
O 2.08030 -0.08580 1.45142 0.29 -0.14 -0.16 -0.06
H 1.40350 -0.43006 2.04365 -0.17 0.21 -0.02 0.04
H 2.27406 0.80811 1.74793 -0.11 -0.05 0.11 0.05

=====

3.
14
Properties=species:S:1:pos:R:3:forces:R:3:lowdin_charge:R:1 method="wB97M-V/def2-TZVPD" e_homo_ha=-0.3581 gap_ev=10.28 smiles="CNC(N)=O.O"
C -0.43147 -1.17366 1.42390 -1.17 0.04 2.19 -0.13
N -0.30138 -0.63539 0.08959 2.57 -0.33 0.39 0.00
C 1.10921 -0.51846 -0.14953 -0.50 -0.03 0.59 -0.64
N 1.36674 0.47172 -1.01481 3.83 -1.07 -4.15 0.13
O 2.01138 -1.17722 0.33805 -1.16 -0.51 -0.31 0.05
H 0.33399 -1.91845 1.73250 -0.56 0.33 -1.10 0.09
H -1.43406 -1.58884 1.60342 0.32 0.01 -0.18 0.08
H -0.27693 -0.38832 2.18802 -0.23 -0.05 -0.21 0.09
H -0.73772 0.27679 -0.11359 0.23 -0.91 0.87 0.07
H 2.22282 0.25441 -1.68715 -2.43 1.17 2.39 0.18
H 1.00840 1.37791 -0.97624 -0.78 1.29 -0.05 0.06
O -1.44521 2.01586 -1.23160 2.06 -3.39 -1.46 -0.10
H -2.22982 1.99738 -0.70258 -0.81 -0.31 0.39 0.02
H -1.19592 1.00627 -1.49998 -1.38 3.77 0.64 0.11

=====

4.
14
Properties=species:S:1:pos:R:3:forces:R:3:lowdin_charge:R:1 method="wB97M-V/def2-TZVPD" e_homo_ha=-0.3536 gap_ev=10.06 smiles="N=C(O)O.CN"
N 1.17595 1.83373 -1.23141 0.32 -0.79 1.55 0.14
C 1.17947 1.22865 -0.09800 0.86 1.18 -0.60 -0.67
O 2.13283 0.36487 0.26862 0.37 -0.34 -0.54 0.08
O 0.34779 1.56874 0.88672 -1.44 0.92 0.62 0.08
H 0.58186 2.66067 -1.13052 -0.22 -0.51 -0.28 0.06
H 1.88247 -0.13479 1.05772 -0.18 -0.05 -0.38 0.11
H 0.30918 1.05189 1.70012 0.46 -0.28 -0.38 0.12
C -1.61579 -1.08076 -0.02760 -0.28 0.05 -0.38 -0.19
N -0.18198 -1.32638 -0.12643 0.71 -0.03 -0.62 -0.08
H -2.08180 -1.75166 0.69891 0.17 0.02 -0.06 0.07
H -2.09144 -1.23565 -1.00020 -0.38 0.08 0.13 0.07
H -1.81174 -0.05673 0.29752 0.08 -0.05 -0.07 0.06
H -0.04145 -2.31322 -0.35313 0.07 0.35 0.14 0.07
H 0.21466 -0.80933 -0.94232 -0.53 -0.57 0.88 0.07

=====

5.
14
Properties=species:S:1:pos:R:3:forces:R:3:lowdin_charge:R:1 method="wB97M-V/def2-TZVPD" e_homo_ha=-0.3562 gap_ev=10.56 smiles="NC=O.NCO"
N -1.91368 0.43383 0.57611 -0.12 -0.58 -0.28 0.12
C -1.65509 -0.60449 -0.27417 0.62 1.23 0.42 -0.43
O -1.05575 -1.58727 0.09199 -0.20 -0.53 -0.27 0.00
H -1.42835 0.35975 1.45478 -0.17 0.29 0.17 0.10
H -2.17913 1.33179 0.21220 0.07 0.01 0.07 0.09
H -1.94288 -0.36985 -1.30937 -0.23 -0.43 -0.03 0.13
N 1.84944 -0.39700 0.63984 -0.24 0.09 0.04 0.02
C 1.62033 0.90778 0.07670 0.09 -0.72 -0.21 -0.34
O 0.77858 0.94032 -1.09076 0.34 -0.32 -0.09 -0.10
H 2.27484 -1.01652 -0.03871 0.12 -0.01 0.06 0.07
H 0.98982 -0.84194 0.94314 -0.04 0.03 -0.11 0.04
H 1.12071 1.52688 0.81966 0.17 0.16 -0.10 0.11
H 2.60388 1.28200 -0.20685 -0.03 0.44 0.19 0.11
H 1.21671 0.35406 -1.73136 -0.37 0.33 0.15 0.09

=====

6.
16
Properties=species:S:1:pos:R:3:forces:R:3:lowdin_charge:R:1 method="wB97M-V/def2-TZVPD" e_homo_ha="-0.1893 / -0.3885" gap_ev="5.88 / 6.44" multiplicity=3
C -0.19289 1.73265 1.25303 -1.09 -0.84 0.74 -0.08
C -0.26643 0.28766 0.91841 -6.27 1.72 -0.37 -0.44
N 0.20463 -0.63079 1.74454 0.10 -4.43 1.42 0.15
N -0.92293 -0.59583 -2.02209 0.87 -4.53 2.94 -0.04
O 0.43959 -2.02992 -0.46932 0.19 -1.19 0.08 -0.27
O 1.49201 -0.95667 -2.43605 1.49 -0.34 -0.68 -0.24
O 0.89103 0.36558 -0.62222 3.11 0.62 -1.96 -0.18
S 0.59636 -0.92405 -1.33604 -2.06 0.45 -1.35 0.43
H 0.67502 2.18025 0.88424 2.43 0.53 0.24 0.04
H -0.85777 2.43678 0.74995 -1.06 -0.78 0.20 0.08
H -0.33106 1.70251 2.33615 0.31 1.22 0.11 0.08
H -1.09997 -0.12037 0.36723 -0.31 0.53 -0.07 0.09
H 1.11469 -0.47257 1.99039 3.13 0.36 1.47 0.08
H 0.07659 -1.68655 1.57272 -0.16 2.56 0.11 0.16
H -0.74536 0.24472 -2.44815 -0.23 1.98 -2.50 0.02
H -1.07352 -1.53339 -2.48279 -0.44 2.13 -0.41 0.11

=====

7.
14
Properties=species:S:1:pos:R:3:forces:R:3:lowdin_charge:R:1 method="wB97M-V/def2-TZVPD" e_homo_ha=-0.4531 charge=+1 gap_ev=8.57
C 0.60939 -2.89216 -1.66527 -1.80 -1.18 -0.87 -0.58
C -0.82469 1.70767 1.10036 0.62 1.66 -0.22 -0.17
N -1.18109 2.88362 1.63950 0.41 -3.28 -1.22 0.20
N 0.40000 1.47513 0.74374 0.80 -1.17 -1.22 0.15
O 1.33005 -2.96292 -2.83441 -0.62 -0.12 1.93 -0.06
P 0.42695 -1.59177 -0.54543 -0.84 -2.52 0.32 0.78
H -0.14295 -3.82175 -1.59961 1.95 2.14 -0.08 0.11
H -1.52870 0.96213 0.80329 -0.72 -0.38 0.42 0.15
H -2.05945 2.87633 2.09993 -0.59 1.02 0.42 0.13
H -0.46855 3.56907 1.58423 -0.01 1.24 0.76 0.12
H 1.15046 2.14068 0.92170 -0.20 -0.27 -0.05 0.15
H 0.61866 0.62273 0.12680 -0.27 1.26 1.14 -0.01
H 2.18966 -2.54244 -2.71599 0.03 0.35 -0.17 0.10
H -0.51973 -2.42632 0.34115 1.24 1.26 -1.15 -0.07

=====

8.
15
Properties=species:S:1:pos:R:3:forces:R:3:lowdin_charge:R:1 method="wB97M-V/def2-TZVPD" e_homo_ha=-0.3223 gap_ev=8.21
C 1.04293 2.16061 0.43518 -2.00 1.25 0.33 -0.14
C -0.83504 0.69158 -0.27734 0.56 -1.36 1.18 0.00
N -1.94054 -2.31460 -0.22285 2.11 1.77 -1.91 -0.02
N 0.26534 0.92326 0.36023 -0.67 -0.58 -1.13 -0.22
O 1.31475 -1.54886 -0.43833 -0.43 -0.46 -0.83 -0.60
S 3.58672 -0.23754 0.67179 -1.52 -0.06 0.03 0.15
S 1.72410 -0.83229 0.74582 1.69 -0.20 0.97 0.39
H 0.39184 2.83194 -0.12126 0.39 0.95 -0.03 0.06
H 1.08820 2.56173 1.51825 0.27 -0.99 -1.75 0.12
H 2.01113 2.12217 -0.09070 -0.37 -0.41 0.64 0.06
H -1.25022 -0.38278 -0.21093 1.08 1.68 0.14 0.05
H -1.54691 1.32891 -0.85763 1.13 0.51 0.54 0.10
H -1.03375 -2.39717 -0.78545 -1.62 -0.39 1.41 0.04
H -2.52889 -1.71648 -0.83434 -0.16 -1.42 0.82 0.02
H -2.28968 -3.19046 0.10757 -0.45 -0.28 -0.42 0.00

=====

We obtain E values of -265.420356, -341.001439, -340.975633, -340.971818, -340.995547, -814.168494, -606.799783, -1062.034523 hartree for the records listed above, in that order.
We obtain energy relative to the best compared isomer or geometry (same formula, charge and spin) values of 32.08, 18.19, 34.38, 36.78, 21.89, 16.51, 0.43, 80.34 kcal/mol for the records listed above, in that order.